Below is a structure of composition C52H74BaN4O3S2, with properties calculated with ωB97M-V/def2-TZVPD.

Geometry as XYZ:
```
136
C52H74BaN4O3S2 (ωB97M-V/def2-TZVPD)
Ba -0.28163 0.55869 0.79991
C 2.72180 -0.69091 -0.59394
N 2.00568 -0.80128 0.68146
C 2.88313 -0.35470 1.76895
C 1.58458 -2.19268 0.94160
C 0.40048 -2.66101 0.09103
N -0.80552 -1.82187 0.23744
C -1.63673 -1.81468 -1.00175
C -0.91232 -1.53644 -2.29876
C -0.93602 -2.49113 -3.30760
C -0.32702 -2.26637 -4.53785
C 0.27204 -1.02331 -4.70646
C 0.31338 -0.02281 -3.73887
C -0.25353 -0.29625 -2.46736
O -0.21602 0.52510 -1.43737
C 0.98147 1.30576 -4.14894
C 0.90529 2.41082 -3.09266
C 2.47074 1.06246 -4.44500
C 0.29522 1.85262 -5.41339
C -0.30080 -3.28539 -5.67588
C -1.00678 -2.70627 -6.91239
C 1.15486 -3.60975 -6.03906
C -1.00334 -4.58536 -5.28867
C -1.70523 -2.24032 1.35493
C -1.04494 -2.66629 2.64514
C -1.03059 -4.00632 3.00345
C -0.47548 -4.44007 4.20352
C -0.00503 -3.44724 5.06057
C -0.01682 -2.08554 4.76154
C -0.47800 -1.67319 3.48253
O -0.38313 -0.44692 3.02549
C 0.37137 -1.04646 5.82439
C 0.80307 -1.69123 7.14206
C 1.52986 -0.15507 5.35392
C -0.86493 -0.18053 6.12126
C -0.41703 -5.93069 4.53969
C -1.83165 -6.52413 4.54514
C 0.42593 -6.65948 3.48292
C 0.21266 -6.18510 5.91002
H 3.60752 -1.34319 -0.60292
H 3.04839 0.34087 -0.74300
H 2.07813 -0.96030 -1.43249
H 3.80311 -0.95489 1.81094
H 2.36452 -0.44717 2.72227
H 3.16162 0.69157 1.61715
H 1.32681 -2.27123 1.99459
H 2.42150 -2.88442 0.75894
H 0.20066 -3.70874 0.35166
H 0.68700 -2.63973 -0.95870
H -2.41970 -1.05721 -0.84367
H -2.13791 -2.78546 -1.09804
H -1.44605 -3.42791 -3.10755
H 0.73928 -0.81454 -5.66416
H 1.40273 2.11375 -2.16935
H -0.13153 2.66558 -2.84612
H 1.39574 3.30724 -3.48770
H 2.98639 0.71645 -3.54326
H 2.94835 1.98976 -4.77842
H 2.61436 0.30818 -5.22211
H -0.77406 2.00054 -5.23337
H 0.40016 1.18274 -6.26919
H 0.73257 2.81804 -5.68838
H -0.51606 -1.79473 -7.26309
H -2.04555 -2.45875 -6.67817
H -1.00090 -3.42993 -7.73362
H 1.69002 -2.72038 -6.38109
H 1.19300 -4.35502 -6.83946
H 1.68684 -4.00807 -5.17118
H -2.05822 -4.41949 -5.05319
H -0.52770 -5.05800 -4.42483
H -0.95439 -5.28725 -6.12450
H -2.32716 -3.07216 1.00603
H -2.38014 -1.39193 1.56485
H -1.46832 -4.72450 2.31333
H 0.37560 -3.74807 6.02543
H 1.68435 -2.32598 7.01552
H 0.00406 -2.29167 7.58532
H 1.06177 -0.90250 7.85401
H 2.43778 -0.75130 5.21769
H 1.74188 0.61421 6.10495
H 1.28687 0.33299 4.41351
H -1.64261 -0.78958 6.58959
H -1.26975 0.24343 5.20222
H -0.60881 0.63404 6.80912
H -2.31906 -6.40956 3.57391
H -2.45343 -6.02629 5.29368
H -1.79689 -7.59275 4.77980
H -0.01136 -6.55492 2.48633
H 0.49377 -7.72769 3.71276
H 1.43833 -6.24778 3.45033
H -0.37420 -5.73025 6.71292
H 1.23152 -5.79195 5.96439
H 0.25889 -7.26100 6.09646
C -0.46590 2.68552 3.97462
C -1.63654 3.19227 3.18912
N -1.97408 2.77693 2.00179
C -3.06831 3.46724 1.51529
C -3.57138 4.40424 2.35779
S -2.65539 4.44576 3.79630
C -3.58025 3.17651 0.16213
C -4.54558 3.89143 -0.46923
S -4.81060 3.25793 -2.02631
C -3.61151 2.04861 -1.74514
N -3.05253 2.12832 -0.57209
C -3.29546 1.03810 -2.80144
H -0.14337 1.72410 3.57181
H -0.72898 2.53908 5.02109
H 0.36162 3.39732 3.92716
H -4.42410 5.05089 2.21626
H -5.08607 4.75365 -0.11004
H -3.76148 1.30251 -3.74917
H -3.65514 0.05063 -2.50796
H -2.21864 0.96530 -2.93734
C 2.49152 8.43650 -2.90472
C 1.94379 7.20349 -2.23528
C 0.57672 7.04096 -2.04123
C 0.06243 5.90733 -1.43355
C -1.43988 5.78047 -1.26784
C 0.95340 4.91831 -0.97808
C 0.35030 3.74465 -0.32679
O 0.89118 3.01791 0.48380
C 2.33581 5.05337 -1.17106
C 3.35274 4.00551 -0.77434
C 2.79972 6.19720 -1.80464
H 1.69496 9.12581 -3.18228
H 3.04474 8.17376 -3.80850
H 3.18184 8.96218 -2.24241
H -0.10533 7.81511 -2.37861
H -1.93179 6.68081 -1.63552
H -1.73242 5.64128 -0.22435
H -1.84129 4.93311 -1.83238
H -0.69981 3.54284 -0.60100
H 2.89995 3.08711 -0.41688
H 3.99703 4.38773 0.02133
H 3.99043 3.77657 -1.63089
H 3.86893 6.30191 -1.97053
```

Properties
HOMO = -6.75 eV
M = 1004.7 g mol⁻¹
LUMO energy = 0.0 eV
energy relative to the best compared isomer or geometry (same formula, charge and spin) = 72.2 kJ/mol
DFT total energy = -89597.1351 eV